No. 1
ORCA calculation (the ωB97M-V functional and the def2-TZVPD basis) on 3 unconnected molecules or ions with the total composition C33H68BIO12 at a distorted geometry.

Properties
SMILES string = CCCCCCCCCCC[C@]1(OCCC)OC(=O)O[C@@]1(CB(O)O)[C@@H](I)CC.COCCOCCOC.COCCOCCOC
E_HOMO = -9.2 eV
gap between HOMO and LUMO = 9.4873 eV
E_tot = -68664.8236 eV

Cartesian coordinates (Å):
I  3.585  -4.595  0.676
O  -7.959  -1.557  -3.168
O  4.695  0.591  0.562
O  7.170  7.299  1.997
O  -0.097  -1.912  1.512
O  -5.464  -0.681  -4.811
O  5.920  4.079  2.299
O  0.259  -1.388  -0.830
O  -4.712  -1.702  -1.963
O  4.763  6.205  0.343
O  1.614  -1.709  -2.914
O  2.098  -1.567  0.590
O  5.283  -1.643  1.442
C  -3.972  -3.164  5.914
C  -9.303  -1.151  -2.989
C  0.421  1.349  -1.230
C  1.699  0.459  -1.638
C  5.480  3.932  0.953
C  5.445  3.033  3.128
C  1.461  -1.130  -1.606
C  2.475  -2.028  -0.729
C  4.816  6.907  1.587
C  -0.710  -3.161  -4.835
C  -0.542  1.253  2.696
C  0.549  1.715  0.333
C  -7.649  -1.780  -4.541
C  -5.293  0.010  -3.573
C  -2.447  -0.510  3.442
C  4.028  -1.544  -0.938
C  -3.679  -2.459  -1.361
C  -0.838  1.681  1.153
C  -3.987  -4.792  5.809
C  0.675  -1.162  -3.881
C  -3.878  -2.459  4.476
C  -1.918  1.004  3.534
C  5.945  7.931  1.640
C  0.506  -4.994  0.042
C  -4.199  -0.599  -2.703
C  1.182  -4.356  -1.275
C  0.595  -2.255  -5.091
C  0.642  -1.639  0.548
C  -6.144  -1.934  -4.726
C  2.588  -3.603  -1.033
C  -3.590  -0.859  4.550
C  8.283  8.148  1.792
C  5.764  5.203  0.161
B  4.670  -0.865  0.392
H  8.180  9.068  2.376
H  0.560  -1.728  -6.103
H  -8.013  -0.942  -5.148
H  1.199  -0.243  -4.357
H  -2.967  -5.259  6.026
H  1.536  -2.927  -5.050
H  -4.979  1.021  -3.849
H  -3.010  -2.936  3.881
H  -4.136  -3.262  -0.780
H  5.729  4.952  -0.903
H  -9.478  -0.190  -3.482
H  2.082  0.849  -2.644
H  5.719  8.681  2.407
H  4.352  3.058  3.180
H  -2.922  -0.685  2.403
H  -1.648  1.037  0.663
H  5.784  2.061  2.757
H  -0.354  -0.903  -3.462
H  1.290  1.030  0.898
H  -9.483  -1.030  -1.920
H  -1.601  -1.264  3.633
H  1.019  2.772  0.399
H  -1.198  2.781  1.222
H  -0.589  0.917  -1.541
H  6.032  3.096  0.509
H  3.229  -3.801  -1.974
H  0.529  2.350  -1.803
H  -3.846  0.151  -1.984
H  -2.682  1.737  3.067
H  -0.606  -3.820  -3.890
H  6.047  8.422  0.665
H  -5.700  -2.573  -3.958
H  -9.991  -1.908  -3.380
H  1.407  -5.246  -1.982
H  -8.150  -2.704  -4.852
H  5.843  3.186  4.132
H  -3.040  -2.907  -2.129
H  6.761  5.599  0.366
H  0.406  -3.717  -1.846
H  0.898  -6.067  0.215
H  -5.971  -2.422  -5.690
H  -3.141  -0.585  5.582
H  -4.311  -5.124  4.755
H  -1.589  -2.425  -4.665
H  -4.837  -2.684  3.887
H  4.711  -2.429  -1.227
H  -4.570  -0.294  4.358
H  0.001  2.108  3.262
H  -3.130  -2.819  6.620
H  -0.622  -5.118  -0.196
H  -3.363  -0.926  -3.332
H  4.909  -1.423  2.323
H  9.180  7.621  2.120
H  0.161  0.345  2.770
H  5.204  0.957  -0.207
H  -1.790  1.266  4.650
H  -0.950  -3.837  -5.744
H  4.108  -0.784  -1.802
H  2.529  0.715  -0.870
H  4.852  6.214  2.429
H  8.389  8.385  0.728
H  0.559  -4.338  0.974
H  4.405  3.714  0.934
H  -4.990  -2.848  6.364
H  -4.729  -5.243  6.554
H  -6.240  0.100  -3.037
H  -3.082  -1.833  -0.690
H  3.868  7.448  1.651


No. 2
ORCA calculation (the ωB97M-V functional and the def2-TZVPD basis) on 8 unconnected molecules or ions with the total composition C33H71B2N8O9S.

Properties
ΔE to the lowest compared entry with this formula, charge and spin = 0.00 kcal/mol
charge = -1
E_HOMO = -3.7 eV
gap between HOMO and LUMO = 4.9521 eV
E_tot = -77915.3656 eV

Cartesian coordinates (Å):
S  -0.080  2.852  4.947
O  -4.123  -5.589  -6.385
O  3.283  4.261  3.333
O  2.269  4.471  -1.180
O  3.753  -1.422  -3.712
O  -1.531  -1.300  -2.175
O  2.483  -4.075  2.461
O  0.353  6.084  3.840
O  0.903  1.437  1.439
O  -8.400  -10.290  -6.283
N  1.046  -3.077  3.876
N  1.755  3.767  -3.240
N  -10.187  -10.151  -4.933
N  0.895  3.851  1.518
N  -2.575  -2.447  -3.791
N  -1.478  6.818  4.884
N  -4.943  -7.656  -6.071
N  2.276  -0.645  -2.209
C  -6.435  -5.734  -5.795
C  -0.617  6.810  3.826
C  -2.748  -3.065  -5.096
C  2.002  -5.244  4.488
C  -9.933  -12.122  -6.371
C  3.652  6.396  4.295
C  7.306  3.117  3.733
C  6.186  3.894  1.552
C  1.920  3.619  -4.669
C  1.872  -4.087  3.518
C  5.879  7.161  4.701
C  1.933  0.848  4.204
C  3.192  -1.542  -2.626
C  -5.958  -8.650  -5.756
C  -9.435  -10.786  -5.870
C  4.506  7.388  4.761
C  -2.681  7.597  5.058
C  6.378  5.971  4.178
C  2.781  3.368  4.374
C  3.940  8.664  5.328
C  4.151  5.200  3.787
C  3.488  -2.701  -1.701
C  -0.937  7.712  2.653
C  -0.327  -1.579  -4.232
C  6.024  3.681  3.086
C  1.501  -0.626  -0.968
C  3.754  5.167  -2.920
C  0.248  -2.941  5.079
C  2.543  4.453  -2.363
C  -11.432  -10.587  -4.333
C  -1.512  -1.752  -3.308
C  -5.071  -6.309  -6.110
C  5.535  4.970  3.711
B  1.531  2.412  3.891
B  1.083  2.616  2.231
H  -9.224  -12.490  -7.106
H  4.263  5.651  -2.092
H  2.392  -4.905  5.449
H  2.760  0.508  3.567
H  1.000  -2.324  3.205
H  -0.954  8.761  2.958
H  1.054  4.018  -5.204
H  2.034  2.568  -4.942
H  3.462  5.923  -3.652
H  3.698  8.560  6.389
H  4.437  4.463  -3.396
H  -11.727  -11.549  -4.738
H  6.560  7.920  5.071
H  -1.902  7.457  2.214
H  3.625  2.741  4.700
H  -6.748  -6.005  -4.786
H  -6.098  -9.331  -6.592
H  7.454  5.843  4.133
H  4.236  -3.329  -2.177
H  2.692  -5.964  4.059
H  -10.007  -12.843  -5.556
H  4.629  9.503  5.218
H  3.011  8.922  4.817
H  -0.622  -1.042  -5.135
H  0.443  -1.016  -3.718
H  2.803  4.155  -5.002
H  0.440  -0.653  -1.222
H  -1.215  6.163  5.606
H  2.574  6.526  4.315
H  0.085  -2.548  -4.515
H  -12.229  -9.870  -4.532
H  2.500  3.988  5.234
H  5.881  4.901  1.265
H  2.590  -3.291  -1.514
H  -11.324  -10.687  -3.251
H  0.400  3.300  6.119
H  -1.868  -2.903  -5.709
H  5.589  3.179  0.986
H  0.534  -2.035  5.616
H  -3.610  -2.635  -5.608
H  8.016  2.775  2.977
H  0.976  4.627  2.166
H  2.130  0.108  -2.862
H  1.075  0.176  4.094
H  -7.183  -6.096  -6.501
H  1.750  -1.479  -0.347
H  7.069  2.253  4.356
H  1.038  -5.727  4.654
H  -3.329  -2.528  -3.127
H  5.249  2.927  3.203
H  -5.651  -9.229  -4.883
H  3.868  -2.353  -0.741
H  7.823  3.838  4.365
H  7.229  3.781  1.245
H  2.304  0.781  5.238
H  -6.909  -8.179  -5.546
H  -0.162  7.568  1.906
H  -9.804  -9.266  -4.639
H  -2.838  8.239  4.197
H  1.700  0.288  -0.411
H  -3.554  6.948  5.165
H  0.376  -3.795  5.736
H  -4.013  -7.977  -6.292
H  -0.806  -2.862  4.809
H  -2.914  -4.134  -5.000
H  -2.616  8.227  5.948
H  1.529  4.001  0.738
H  0.295  0.885  1.939
H  -6.370  -4.653  -5.868
H  -10.913  -12.024  -6.840
H  0.971  3.314  -2.796